# C28H36N4Tm

C28H36N4Tm as an isolated structure at a distorted geometry (wB97M-V/def2-TZVPD, the OMol25 dataset).

Output
HOMO (spin up / spin down)	0.0 / -1.4	eV
relative energy (zero: lowest compared OMol25 entry of this formula, charge and spin)	0.0	kcal/mol
orbital gap (spin up / spin down)	0.090 / 0.143	Eh

```
! wB97M-V def2-TZVPD RIJCOSX def2/J DEFGRID3
* xyz -1 3
Tm -0.10921 -0.43993 1.30216
N 0.39352 -2.51759 3.21263
N 0.32896 -2.35608 -0.42234
C 0.73929 1.87364 0.74108
C 1.85208 1.01885 1.06344
C 1.73311 0.65166 2.45133
C 2.65765 -0.22057 3.22267
H 3.58172 -0.39004 2.65101
H 2.17844 -1.19172 3.44156
H 2.91623 0.26316 4.17936
C 0.57766 1.30452 2.98632
C 0.16667 1.27417 4.41767
H 0.82211 1.93147 5.01763
H 0.23101 0.25434 4.82875
H -0.86813 1.62558 4.54348
C -0.03144 2.06420 1.93442
C -1.11795 3.06672 2.12102
H -1.85739 2.72996 2.86489
H -1.65358 3.24931 1.17832
H -0.70642 4.03312 2.47398
C 3.05248 0.78351 0.21350
H 3.83973 1.53009 0.41992
H 2.80566 0.84769 -0.85345
H 3.47924 -0.21053 0.39629
C 0.60543 2.65595 -0.51855
H -0.45103 2.86740 -0.73448
H 0.99241 2.07204 -1.36400
H 1.14738 3.62002 -0.48102
C -0.17604 -3.10046 4.28044
H 0.31593 -2.97646 5.24909
C -1.36014 -3.82980 4.18911
H -1.81552 -4.24512 5.08183
C -1.92439 -4.04391 2.92394
H -2.88196 -4.55826 2.82250
C -1.21518 -3.66709 1.79329
H -1.51546 -3.95883 0.78313
C -0.00416 -2.93568 1.96121
C 0.86771 -2.55383 0.86139
H 1.95308 -2.71351 0.89078
C -0.20380 -1.12965 -0.85429
C 0.54789 -3.20412 -1.51582
H 0.93107 -4.19766 -1.38313
C 0.24624 -2.49795 -2.61414
H 0.30948 -2.77500 -3.65142
N -0.15403 -1.22071 -2.20148
C -0.35504 -0.10058 -3.05097
C 0.66268 0.26783 -3.94746
C 0.47839 1.41125 -4.73373
H 1.25468 1.71124 -5.44419
C -0.67186 2.19123 -4.61773
C -0.89832 3.37444 -5.50921
H -1.43855 4.16008 -4.96931
H -1.50299 3.08986 -6.38195
H 0.05079 3.77986 -5.87198
C -1.64762 1.83146 -3.68650
H -2.53550 2.46273 -3.59513
C -1.50363 0.69247 -2.89134
C -2.54180 0.35780 -1.87791
H -2.65624 -0.72012 -1.73336
H -3.51337 0.76224 -2.18952
H -2.30851 0.84080 -0.91371
C 1.96409 -0.46333 -4.00817
H 1.86078 -1.49286 -4.38628
H 2.45042 -0.49918 -3.01878
H 2.64238 0.07387 -4.68723
N -2.49176 -0.58627 1.83680
H -2.57610 -1.02580 2.76504
H -2.94908 -1.20513 1.15892
H -3.00020 0.30321 1.84974
*
```

---

# C5H12N2O

A 2-piece molecular cluster, C5H12N2O overall at a distorted geometry (wB97M-V/def2-TZVPD, the OMol25 dataset).

Output
HOMO	-7.0	eV
relative energy (zero: lowest compared OMol25 entry of this formula, charge and spin)	78.1	kcal/mol
orbital gap	0.290	Eh

```
! wB97M-V def2-TZVPD RIJCOSX def2/J DEFGRID3
* xyz 0 1
C 2.25737 -1.37543 -0.60471
C -0.11661 1.18033 -1.18702
C 1.82020 -2.25718 -1.53424
N 0.04281 -0.01626 -0.37707
C -1.44149 0.56754 1.54844
N -1.33340 1.96414 1.66914
C -0.83693 -0.26722 0.70137
O -2.33577 0.02510 2.45127
H -2.34643 0.59058 3.23390
H -0.71763 2.37918 0.99107
H -2.23797 2.42387 1.68939
H -0.99606 -1.31928 0.88494
H 2.20040 -1.60938 0.44977
H 2.94682 -0.58508 -0.86948
H 0.45521 1.05101 -2.10542
H 0.29269 2.05221 -0.67165
H -1.16241 1.37330 -1.45705
H 1.29198 -3.15485 -1.24176
H 2.11985 -2.16905 -2.56966
H 0.09739 -0.85354 -1.00123
*
```

---

# C4H7Br

A 2-piece molecular cluster, C4H7Br overall at a distorted geometry (wB97M-V/def2-TZVPD, the OMol25 dataset).

Output
HOMO	-9.4	eV
relative energy (zero: lowest compared OMol25 entry of this formula, charge and spin)	69.5	kcal/mol
orbital gap	0.380	Eh

```
! wB97M-V def2-TZVPD RIJCOSX def2/J DEFGRID3
* xyz 0 1
C 0.10046 -1.24714 -0.34598
C 1.10993 -0.09970 -0.33371
C 0.91106 -1.20841 0.65766
C 0.76590 1.34101 -0.16530
Br -4.29968 -0.00549 0.12745
H -3.16790 0.13264 0.88572
H -0.65870 -1.87711 -0.97645
H 1.89353 -0.36323 -1.10588
H 1.21743 -1.71941 1.57280
H 1.76824 2.01423 -0.13453
H 0.23931 1.45697 0.82864
H 0.12041 1.57564 -1.01042
*
```

---

# C25H32BrN4O3S2

An isolated ion of composition C25H32BrN4O3S2 and charge +1 at a distorted geometry (wB97M-V/def2-TZVPD, the OMol25 dataset).

Output
HOMO	-10.7	eV
relative energy (zero: lowest compared OMol25 entry of this formula, charge and spin)	5.9	kcal/mol
orbital gap	0.297	Eh

```
! wB97M-V def2-TZVPD RIJCOSX def2/J DEFGRID3
* xyz 1 1
C -0.78878 -0.33342 -5.57293
N -2.24071 -0.19048 -5.75970
H -2.71399 -0.57378 -4.86906
C -2.70307 -1.01466 -6.88569
H -2.23291 -0.68882 -7.81314
H -3.78326 -0.93747 -6.98938
H -2.45045 -2.05743 -6.70671
C -2.65294 1.21916 -5.93643
C -2.40014 2.11366 -4.72450
H -2.75877 3.10734 -4.99446
H -1.33382 2.20615 -4.51401
C -3.12659 1.66427 -3.44780
N -2.31916 0.79962 -2.60329
C -1.31032 1.36430 -1.81829
N -0.09089 0.98573 -1.94509
C 0.69655 1.47771 -0.94764
C 2.04114 1.17395 -0.74415
C 2.67233 1.66853 0.37204
C 1.97749 2.47296 1.27602
C 0.65277 2.82367 1.08656
C 0.01875 2.30758 -0.02632
S -1.65135 2.46922 -0.48851
H 0.13163 3.44345 1.79822
Br 2.86500 3.09110 2.81331
H 3.70120 1.41385 0.56854
H 2.55541 0.53165 -1.43903
C -2.46755 -0.55506 -2.58100
O -3.06890 -1.14465 -3.47639
C -1.77546 -1.16988 -1.42203
C -2.13710 -0.77202 -0.13461
C -1.26157 -0.97421 0.91455
C -0.03451 -1.56562 0.67236
C 0.26917 -2.08500 -0.57204
C -0.60964 -1.90175 -1.62553
H -0.35103 -2.24278 -2.61567
H 1.22770 -2.55633 -0.71862
S 1.29231 -1.32084 1.88049
O 2.51311 -1.51911 1.15840
O 1.02156 -0.01570 2.41569
N 1.21021 -2.41173 3.09326
C 0.24101 -2.20229 4.14016
C -1.02678 -3.05468 4.03144
C -0.75831 -4.53285 4.32171
C -0.31356 -5.35390 3.10648
C 0.62949 -4.63297 2.13665
C 1.68240 -3.74597 2.80945
H 2.03199 -4.19699 3.74081
H 2.53861 -3.61284 2.14628
H 0.05188 -4.00912 1.45006
H 1.13872 -5.38697 1.53406
H -1.19403 -5.67019 2.54283
H 0.17476 -6.25834 3.47319
H -1.66503 -4.99214 4.71945
H -0.00185 -4.59684 5.10569
H -1.48268 -2.93936 3.04634
H -1.73275 -2.67217 4.77108
H 0.00025 -1.13873 4.10806
H 0.72814 -2.40797 5.10000
H -1.48384 -0.59645 1.89966
H -3.07115 -0.25471 0.02837
H -3.37824 2.54127 -2.84645
H -4.05153 1.13360 -3.68720
H -2.12224 1.62717 -6.80110
H -3.72270 1.22461 -6.15863
H -0.53390 -1.38896 -5.50745
H -0.46406 0.15178 -4.65426
H -0.25793 0.10389 -6.41806
*
```

---

# C40H36BrLuN3O2S2Sb

C40H36BrLuN3O2S2Sb as an isolated structure at a distorted geometry (wB97M-V/def2-TZVPD, the OMol25 dataset).

Output
HOMO	-7.4	eV
relative energy (zero: lowest compared OMol25 entry of this formula, charge and spin)	8.8	kcal/mol
orbital gap	0.270	Eh

```
! wB97M-V def2-TZVPD RIJCOSX def2/J DEFGRID3
* xyz 0 1
Lu 10.00940 -4.32389 19.56031
C 7.37157 -5.24050 21.54641
N 8.82513 -5.56231 21.57989
C 9.39032 -4.92896 22.76812
C 10.74393 -4.23689 22.53314
N 10.54755 -3.10309 21.57965
C 11.87628 -2.44841 21.33470
C 9.57973 -2.09565 21.98512
C 9.63365 -1.57541 23.29690
C 8.83230 -0.48990 23.65842
C 8.03038 0.10721 22.69543
C 7.91245 -0.41895 21.43018
C 8.69919 -1.53812 21.04021
S 8.40173 -2.30950 19.47972
C 9.05029 -7.02141 21.47889
C 9.14938 -7.88244 22.59530
C 9.20062 -9.24254 22.40856
C 9.22535 -9.78363 21.09961
C 9.16194 -8.93268 20.01148
C 9.01676 -7.53353 20.16456
S 8.77668 -6.50931 18.74071
H 6.85923 -5.60999 22.43877
H 6.92641 -5.65731 20.63784
H 7.26694 -4.16420 21.51333
H 9.57717 -5.63286 23.54070
H 8.70801 -4.16153 23.15608
H 11.49641 -4.92559 22.11952
H 11.17370 -3.92903 23.49567
H 12.29876 -2.07032 22.26063
H 11.79350 -1.58872 20.65983
H 12.55432 -3.17391 20.91722
H 10.26132 -2.02912 24.02452
H 8.82066 -0.12525 24.67513
H 7.39769 0.92567 22.95927
H 7.13916 -0.02642 20.74462
H 9.12922 -7.49185 23.59786
H 9.19700 -9.88234 23.27764
H 9.21673 -10.85703 20.93747
H 9.11124 -9.31554 18.96963
Br 11.13774 -0.92550 17.25793
C 12.35599 -2.37160 17.40458
C 13.45338 -2.30929 16.54165
C 14.39588 -3.30839 16.63174
C 14.30490 -4.26689 17.64813
C 13.17250 -4.29587 18.42115
N 12.17991 -3.38961 18.26912
C 12.97824 -5.39955 19.50395
O 13.93328 -6.02922 19.82020
O 11.76520 -5.47914 19.97507
H 13.54143 -1.51078 15.82288
H 15.22865 -3.31674 15.94315
H 15.11442 -4.98155 17.80893
C 13.22070 -3.82039 13.21528
C 13.03708 -4.91438 14.05994
C 11.91730 -4.98556 14.87685
C 10.95977 -3.96398 14.84907
C 11.14041 -2.86792 14.00963
C 12.27223 -2.81411 13.19305
Sb 9.27840 -4.15556 16.08349
C 8.10494 -2.54019 15.24347
C 7.74636 -1.42008 15.97624
C 6.96797 -0.43348 15.41301
C 6.48402 -0.58955 14.10862
C 6.80853 -1.74626 13.40337
C 7.62344 -2.72651 13.96147
C 8.27465 -5.77080 15.10952
C 7.00981 -6.08797 15.59025
C 6.27154 -7.14379 15.03606
C 6.83922 -7.91262 14.02808
C 8.09856 -7.60239 13.54841
C 8.81609 -6.52221 14.07354
H 14.10439 -3.78058 12.59190
H 13.79112 -5.68484 14.12160
H 11.83075 -5.83889 15.52283
H 10.44531 -2.06508 13.96298
H 12.40593 -1.97711 12.50725
H 8.06993 -1.33057 16.99990
H 6.67914 0.41670 16.02556
H 5.83069 0.13331 13.64475
H 6.35572 -1.86038 12.39542
H 7.79680 -3.65111 13.42306
H 6.58530 -5.56055 16.42878
H 5.30190 -7.41570 15.45241
H 6.30808 -8.76182 13.59331
H 8.47006 -8.11511 12.69318
H 9.74333 -6.25817 13.59479
*
```

---

# C3H3O2V

C3H3O2V as an isolated structure at a distorted geometry (wB97M-V/def2-TZVPD, the OMol25 dataset).

Output
HOMO (spin up / spin down)	-12.5 / -12.6	eV
relative energy (zero: lowest compared OMol25 entry of this formula, charge and spin)	40.6	kcal/mol
orbital gap (spin up / spin down)	0.266 / 0.264	Eh

```
! wB97M-V def2-TZVPD RIJCOSX def2/J DEFGRID3
* xyz 1 4
O -0.13016 -1.20277 0.34032
C -0.87238 1.96316 1.72092
O -1.46077 0.97620 1.79512
V -1.59455 -1.00017 1.27591
C 0.74184 -0.28838 -0.10781
H 1.70431 -0.26052 0.41941
H 0.25487 -0.91522 -2.11200
C 0.63679 -0.13464 -1.44916
H 0.72006 0.86235 -1.88270
*
```

---

Q: Which value of relative energy (zero: lowest compared OMol25 entry of this formula, charge and spin) does entry 3 give?
A: 69.5 kcal/mol

---

Q: Among the records above, which one has the highest relative energy (zero: lowest compared OMol25 entry of this formula, charge and spin)?
A: C5H12N2O

---

Repeat the second record exactly.
# C5H12N2O

A 2-piece molecular cluster, C5H12N2O overall at a distorted geometry (wB97M-V/def2-TZVPD, the OMol25 dataset).

Output
HOMO	-7.0	eV
relative energy (zero: lowest compared OMol25 entry of this formula, charge and spin)	78.1	kcal/mol
orbital gap	0.290	Eh

```
! wB97M-V def2-TZVPD RIJCOSX def2/J DEFGRID3
* xyz 0 1
C 2.25737 -1.37543 -0.60471
C -0.11661 1.18033 -1.18702
C 1.82020 -2.25718 -1.53424
N 0.04281 -0.01626 -0.37707
C -1.44149 0.56754 1.54844
N -1.33340 1.96414 1.66914
C -0.83693 -0.26722 0.70137
O -2.33577 0.02510 2.45127
H -2.34643 0.59058 3.23390
H -0.71763 2.37918 0.99107
H -2.23797 2.42387 1.68939
H -0.99606 -1.31928 0.88494
H 2.20040 -1.60938 0.44977
H 2.94682 -0.58508 -0.86948
H 0.45521 1.05101 -2.10542
H 0.29269 2.05221 -0.67165
H -1.16241 1.37330 -1.45705
H 1.29198 -3.15485 -1.24176
H 2.11985 -2.16905 -2.56966
H 0.09739 -0.85354 -1.00123
*
```

---

Q: The lowest relative energy (zero: lowest compared OMol25 entry of this formula, charge and spin) belongs to which entry?
A: C28H36N4Tm